Entry from the Open Molecules 2025 dataset: a structure of composition HI3OP (ωB97M-V/def2-TZVPD).

Each line ends with the Mulliken spin population.
Geometry (Å):
O 0.85818 -1.17547 -0.49089  0.04
P -0.26781 -1.22692 0.56044  0.35
I -2.27387 -2.08259 -0.42297  0.06
I -0.52912 1.85267 0.95176  0.50
I 0.41427 4.16024 0.01450  1.05
H 1.79834 -1.52793 -0.61284  0.00

The calculation puts the frontier orbital gap (spin up / spin down) at 5.54 / 5.52 eV. As for the net charge: +1. The expectation value of S² is 2.04. For the energy, the calculation gives -1309.9526 Eh. As for the lowest unoccupied orbital energy (spin up / spin down): -6.072 / -7.964 eV. The spin multiplicity is 3. The calculation puts the HOMO energy (spin up / spin down) at -0.4269 / -0.4954 hartree.